{
  "formula": "C4H10N2",
  "method": "wB97M-V/def2-TZVPD",
  "species": ["N", "N", "C", "C", "C", "C", "H", "H", "H", "H", "H", "H", "H", "H", "H", "H"],
  "coordinates": [[1.748, -1.255, -2.717], [-0.879, 2.675, 2.081], [0.747, -1.581, -1.931], [0.676, -2.585, -0.969], [-2.014, 1.797, 2.198], [0.205, 2.214, 1.662], [1.112, 2.812, 1.642], [-1.761, 0.739, 2.018], [1.394, -3.394, -0.988], [-2.763, 2.098, 1.468], [1.446, -0.999, -3.657], [-2.465, 1.872, 3.183], [2.583, -1.836, -2.755], [-0.276, -2.711, -0.470], [0.402, 1.163, 1.376], [-0.157, -1.011, -2.142]],
  "forces_ev_per_angstrom": [[-0.153, -1.673, -0.931], [-0.030, 0.145, 0.165], [-0.755, 0.838, -0.117], [-0.072, -0.423, -0.528], [-0.054, -0.460, -0.349], [0.842, -0.399, 0.128], [-0.181, 0.404, -0.123], [0.015, 0.084, -0.007], [0.222, 0.100, 0.472], [-0.134, 0.072, 0.015], [0.323, 0.970, 0.209], [0.047, 0.160, 0.091], [0.159, 0.225, 0.429], [0.224, 0.009, 0.286], [-0.500, -0.016, 0.078], [0.046, -0.037, 0.182]],
  "multiplicity": 2,
  "homo_energy_ev": [-12.017, -12.011],
  "homo_lumo_gap_ev": [7.4, 3.8],
  "total_charge": 1
}

=====

{
  "formula": "C3H6F2S",
  "method": "wB97M-V/def2-TZVPD",
  "species": ["S", "F", "F", "C", "C", "C", "H", "H", "H", "H", "H", "H"],
  "coordinates": [[1.757, -0.110, 0.740], [0.480, 1.880, -0.691], [2.641, -0.696, -0.566], [-0.277, -0.548, -1.142], [0.173, 0.216, 0.134], [-0.724, 0.313, 1.283], [-0.671, -0.613, 2.018], [0.339, -0.682, -1.975], [-1.715, 0.520, 1.006], [-1.131, -0.023, -1.712], [-0.576, -1.519, -0.836], [-0.295, 1.262, 1.741]],
  "forces_ev_per_angstrom": [[1.118, -0.794, -1.148], [-1.006, -2.649, 1.728], [-1.275, 0.824, 1.272], [-2.155, 2.079, 0.331], [1.798, 0.290, -4.603], [1.492, 0.648, 2.599], [0.002, 2.005, -1.643], [2.113, 0.081, -0.548], [-1.348, 0.159, -0.430], [0.795, -0.569, 1.684], [-0.586, -0.942, 0.392], [-0.947, -1.131, 0.365]],
  "homo_energy_ev": -9.947,
  "homo_lumo_gap_ev": 9.9,
  "total_charge": 0
}

=====

{
  "formula": "C4H9N3",
  "method": "wB97M-V/def2-TZVPD",
  "species": ["N", "N", "N", "C", "C", "C", "C", "H", "H", "H", "H", "H", "H", "H", "H", "H"],
  "coordinates": [[0.532, -1.971, 0.610], [1.622, 0.892, 0.525], [-2.213, -0.796, -0.214], [-0.996, 1.678, 0.035], [2.289, 0.733, -0.519], [-0.489, 0.318, 0.170], [-0.040, -0.820, 0.356], [-0.911, 1.993, -1.008], [1.076, -2.420, -0.111], [-0.394, 2.347, 0.649], [0.800, -2.175, 1.562], [3.315, 1.133, -0.615], [-2.463, -1.336, 0.615], [-2.017, -1.482, -0.944], [1.936, 0.196, -1.426], [-2.047, 1.709, 0.314]],
  "forces_ev_per_angstrom": [[0.228, -0.553, 0.111], [0.325, 0.117, -0.080], [-0.431, -0.057, -0.130], [-0.024, 0.091, -0.064], [0.023, -0.037, -0.094], [0.218, -0.717, 0.120], [-0.226, 1.020, -0.167], [-0.002, -0.018, 0.053], [-0.068, 0.074, 0.075], [-0.026, -0.029, -0.018], [-0.022, 0.061, -0.111], [-0.130, -0.028, 0.082], [0.088, 0.009, -0.023], [0.054, 0.017, 0.065], [-0.059, 0.059, 0.175], [0.052, -0.008, 0.006]],
  "homo_energy_ev": [-6.648, -7.311],
  "homo_lumo_gap_ev": [7.3, 8.0],
  "total_charge": 0
}

=====

{
  "formula": "LiN5O15",
  "method": "wB97M-V/def2-TZVPD",
  "species": ["O", "O", "O", "O", "O", "O", "O", "O", "O", "O", "O", "O", "O", "O", "O", "N", "N", "N", "N", "N", "Li"],
  "coordinates": [[-0.608, -0.780, -2.137], [-0.805, 4.208, -0.556], [3.032, -1.265, -1.257], [0.028, -0.440, 3.651], [-0.757, -3.193, 1.676], [0.093, 1.096, 2.237], [-2.312, 3.072, -1.581], [-1.598, -0.306, -3.884], [-1.465, -1.312, 0.766], [3.681, -1.149, 0.830], [0.087, 0.960, -3.489], [-0.902, 2.013, -0.369], [1.629, 0.857, 3.932], [-1.936, -3.331, -0.077], [1.644, -0.830, 0.326], [-0.714, 0.092, -3.091], [0.660, 0.559, 3.200], [-1.345, 3.108, -0.787], [2.819, -1.121, -0.015], [-1.438, -2.557, 0.840], [0.207, 0.319, -0.215]],
  "forces_ev_per_angstrom": [[1.709, 3.559, 0.619], [0.339, 0.047, 0.808], [0.874, -0.436, 0.851], [-0.014, -0.511, 0.063], [-0.285, 0.976, 1.065], [2.332, 1.935, -0.395], [-0.502, 0.343, 0.357], [-1.324, 1.517, -1.418], [-0.623, -1.432, 0.348], [2.107, -0.686, 0.993], [-0.014, 0.243, 1.805], [0.160, 1.189, 0.389], [1.463, 2.418, -1.448], [-0.896, 1.571, 0.534], [0.399, -0.220, 0.215], [-0.284, -4.932, -1.404], [-3.584, -3.566, 2.401], [-0.020, -1.214, -1.751], [-2.713, 1.412, -2.148], [1.499, -1.698, -1.941], [-0.622, -0.513, 0.058]],
  "homo_energy_ev": 3.676,
  "homo_lumo_gap_ev": 6.2,
  "total_charge": -4
}

=====

{
  "formula": "C2H3ClO2S",
  "method": "wB97M-V/def2-TZVPD",
  "species": ["Cl", "S", "O", "O", "C", "C", "H", "H", "H"],
  "coordinates": [[3.155, -1.238, 0.344], [2.342, 0.589, 0.081], [2.582, 0.982, -1.229], [2.935, 1.355, 1.133], [0.638, 0.155, 0.262], [-0.055, -0.151, -0.829], [-1.058, -0.439, -0.645], [0.212, 0.397, 1.132], [0.577, -0.553, -1.605]],
  "forces_ev_per_angstrom": [[0.219, -0.734, -0.066], [0.760, -0.442, 2.549], [0.163, 0.531, -2.905], [-1.121, -0.025, 0.193], [1.100, 0.796, -3.091], [1.854, -1.422, 1.396], [-0.996, 0.033, -0.546], [-1.362, 0.778, 3.498], [-0.616, 0.485, -1.029]],
  "smiles": "C=CS(=O)(=O)Cl",
  "homo_energy_ev": -11.316,
  "homo_lumo_gap_ev": 11.1,
  "total_charge": 0
}

=====

{
  "formula": "C10H17N2PS",
  "method": "wB97M-V/def2-TZVPD",
  "species": ["S", "P", "N", "N", "C", "C", "C", "C", "C", "C", "C", "C", "C", "C", "H", "H", "H", "H", "H", "H", "H", "H", "H", "H", "H", "H", "H", "H", "H", "H", "H"],
  "coordinates": [[2.177, 1.355, 1.819], [3.167, 0.124, -1.148], [0.655, 1.392, 1.249], [3.614, 0.654, 0.255], [0.045, 2.693, 0.845], [-3.658, 0.325, -0.304], [-0.156, 0.339, 0.839], [1.571, -3.108, 1.513], [-1.190, 0.767, 0.140], [-1.145, 2.203, 0.000], [1.225, -1.663, 1.697], [0.255, -1.088, 0.918], [-2.249, -0.093, -0.516], [4.878, 0.000, -1.798], [5.484, 0.130, -0.936], [2.628, -3.217, 1.461], [-0.163, 3.170, 1.889], [1.036, -3.711, 2.244], [4.917, -1.034, -2.160], [-0.913, 2.492, -1.105], [-2.150, 0.152, -1.561], [0.829, 3.196, 0.304], [-4.279, -0.403, -0.852], [1.823, -1.388, 2.560], [5.014, 0.571, -2.632], [-3.810, 1.406, -0.334], [1.053, -3.389, 0.556], [-0.526, -1.696, 0.408], [-2.106, -1.184, -0.305], [-2.115, 2.628, 0.350], [-4.081, -0.062, 0.596]],
  "forces_ev_per_angstrom": [[1.278, -1.451, -2.147], [-0.313, 0.612, 0.388], [1.177, 0.616, 0.535], [-1.667, 1.373, 2.271], [-0.106, -1.097, 2.229], [-1.310, -1.337, 0.947], [1.189, -2.128, 0.358], [-2.899, 0.014, -1.877], [-1.018, -1.896, 0.080], [-0.468, 2.982, -1.445], [-1.106, -0.728, -0.652], [0.110, 0.491, 2.055], [1.277, 0.325, 0.044], [-1.552, -2.917, 1.067], [0.938, 0.376, 0.261], [0.750, -0.546, 0.097], [-0.114, -0.165, -2.272], [0.638, -0.231, 0.523], [0.409, -0.119, 0.064], [-0.890, -0.317, 1.611], [0.638, -0.659, -0.878], [-0.116, 0.714, -0.157], [-0.109, 1.282, -1.338], [-0.311, 1.734, -0.508], [0.646, 1.998, -1.982], [-0.467, -0.421, -0.633], [0.992, -0.247, 0.532], [1.567, -0.035, 0.019], [-0.169, 1.103, -0.454], [0.717, 0.234, -0.598], [0.287, 0.438, 1.860]],
  "homo_energy_ev": [-7.190, -7.192],
  "homo_lumo_gap_ev": [7.2, 7.2],
  "total_charge": 0
}

=====

In kJ/mol, the energy relative to the best compared isomer or geometry (same formula, charge and spin) values for the records above are, in order, 279.4; 255.3; 688.6; 110.5; 139.8; 278.1.
In eV, the calculated total energy values for the records above are, in order, -7280.19735; -19475.86182; -8757.38769; -38344.19373; -29573.26581; -33744.67474.